# C34H47HfN9OPSi

C34H47HfN9OPSi as an isolated structure (ωB97M-V/def2-TZVPD, the OMol25 dataset).

Each line ends with the Löwdin charge.
Geometry (Å):
1 Hf -0.87823 0.84411 0.31883  1.68
2 C 0.25495 1.25106 4.78200  -0.04
3 C 0.22789 1.35716 3.42308  -0.09
4 N -0.60825 0.62080 2.65626  0.00
5 C -1.45071 -0.25452 3.25988  -0.14
6 C -1.31577 -0.38607 4.65555  -0.01
7 N -0.49081 0.32736 5.44538  0.17
8 C -2.42758 -0.99528 2.36209  -0.13
9 C -3.30608 -2.02339 2.80814  0.09
10 C -4.18256 -2.60778 1.93815  -0.10
11 C -4.19209 -2.12895 0.63178  0.09
12 C -3.21905 -1.22778 0.16703  -0.17
13 N -2.42554 -0.59983 1.06036  0.00
14 C -3.15480 -0.74119 -1.19028  -0.18
15 C -3.96615 -1.07214 -2.26310  -0.01
16 N -3.99917 -0.43048 -3.43006  0.16
17 C -3.06853 0.50361 -3.63503  -0.03
18 C -2.09584 0.76743 -2.61712  -0.04
19 N -2.17761 0.15405 -1.40630  -0.02
20 C -5.22720 -3.62507 2.37042  -0.15
21 C -4.97817 -4.70917 3.24550  -0.02
22 C -6.00883 -5.53519 3.56253  -0.09
23 N -7.29175 -5.45881 3.06011  0.13
24 C -7.42456 -4.46854 2.21264  -0.14
25 C -6.52843 -3.47032 1.86661  0.00
26 H 0.80438 1.97574 5.41525  0.15
27 H 0.67659 2.15386 2.82618  0.10
28 H -1.90520 -1.11199 5.14589  0.11
29 H -3.34197 -2.14261 3.91835  0.15
30 H -4.92360 -2.61791 -0.05460  0.15
31 H -4.59171 -1.90900 -2.19077  0.12
32 H -3.18834 1.19292 -4.51888  0.16
33 H -1.42215 1.61008 -2.80017  0.12
34 H -4.04391 -4.86288 3.76891  0.12
35 H -5.91917 -6.23621 4.39595  0.13
36 H -8.42604 -4.40980 1.79918  0.12
37 H -6.68177 -2.68646 1.17340  0.10
38 C -0.81933 5.88697 0.44958  -0.17
39 Si -0.18869 4.30538 -0.28238  0.40
40 C 1.39522 3.97519 0.64468  -0.18
41 C -0.06905 4.45655 -2.13336  -0.16
42 C -1.42399 2.89136 0.14621  -0.41
43 H -0.10310 6.65602 0.11271  0.06
44 H -0.77995 5.92285 1.58165  0.07
45 H -1.77805 6.24009 0.14686  0.03
46 H 2.08567 4.79469 0.49195  0.05
47 H 1.90403 3.07926 0.27670  -0.01
48 H 1.23781 3.97897 1.74554  0.04
49 H 0.61931 5.25488 -2.34443  0.04
50 H -1.04057 4.79230 -2.40192  0.03
51 H 0.19196 3.62450 -2.78816  0.02
52 H -2.36891 2.89074 -0.45248  0.03
53 H -1.69030 3.17369 1.24658  0.06
54 O 0.90685 0.52493 -0.44890  -0.43
55 P 2.30995 -0.14044 -0.92505  0.56
56 N 2.00735 -1.63956 -1.33079  -0.17
57 C 0.73489 -2.18958 -2.01265  -0.15
58 C 1.25854 -3.45899 -2.65253  -0.14
59 C 2.40619 -3.87521 -1.72445  -0.16
60 C 3.11469 -2.61288 -1.54094  -0.20
61 N 3.28064 0.01402 0.29407  -0.16
62 C 4.78896 0.09110 0.24899  -0.15
63 C 5.24576 0.27830 1.67203  -0.11
64 C 4.11090 -0.45271 2.48655  -0.15
65 C 2.88602 -0.06712 1.74607  -0.19
66 N 2.83259 0.65275 -2.19762  -0.15
67 C 3.19731 2.08194 -2.12212  -0.21
68 C 3.88651 2.36064 -3.40587  -0.14
69 C 3.01880 1.54992 -4.35069  -0.15
70 C 3.00707 0.22895 -3.62571  -0.14
71 H 0.44922 -1.46340 -2.82003  0.11
72 H -0.06129 -2.35216 -1.28269  0.10
73 H 1.83568 -3.10637 -3.51021  0.12
74 H 0.51557 -4.09730 -2.97346  0.10
75 H 3.00761 -4.69497 -2.10025  0.13
76 H 1.98578 -4.26183 -0.75498  0.14
77 H 3.83059 -2.33947 -2.32485  0.13
78 H 3.71799 -2.55117 -0.61424  0.12
79 H 5.08981 0.90111 -0.37661  0.10
80 H 5.14400 -0.83532 -0.17583  0.11
81 H 5.30649 1.38677 1.89375  0.14
82 H 6.19875 -0.17099 1.90752  0.12
83 H 4.13606 -0.08280 3.46664  0.10
84 H 4.19188 -1.56590 2.52972  0.14
85 H 2.59551 0.91385 2.14899  0.11
86 H 2.13963 -0.82984 1.81817  0.10
87 H 3.88762 2.25646 -1.31221  0.10
88 H 2.36099 2.80260 -1.87631  0.11
89 H 4.83849 1.83966 -3.36051  0.13
90 H 3.95319 3.41508 -3.57539  0.13
91 H 3.51560 1.51252 -5.30664  0.13
92 H 1.98226 1.86719 -4.54967  0.13
93 H 3.90488 -0.33660 -3.70672  0.11
94 H 2.20636 -0.52346 -3.85739  0.12

Values from the calculation:
**HOMO**: -16.097 eV
**Total charge**: +3
**LUMO**: -9.988 eV
**HOMO-LUMO gap**: 6.1085 eV
**Spin multiplicity**: 1